# 1
Below is a structure of composition C42H52BaN5O6P at a distorted geometry, with properties calculated with ωB97M-V/def2-TZVPD.

For the frontier orbital gap, the calculation gives 6.008 eV. For the relative energy (zero: lowest compared OMol25 entry of this formula, charge and spin), the calculation gives 70.0 kcal/mol. Its calculated total energy is -2723.7308 hartree. Its charge is -2.

Geometry (Å):
Ba -0.103008 0.022892 -0.856444
O 0.882046 -0.229977 1.271496
C 0.575909 -0.084621 2.526905
C 1.460805 -0.537848 3.546829
C 1.162561 -0.439419 4.893273
C -0.044098 0.127614 5.310421
C -0.913636 0.604066 4.340144
C -0.638615 0.539895 2.968291
C -1.618498 1.149647 2.055321
N -1.427149 1.313905 0.808188
N -2.455673 1.870094 0.064686
C -2.015445 2.216032 -1.139787
O -0.815148 2.275697 -1.529812
C -3.091993 2.538237 -2.142710
C -3.381891 1.585728 -3.120488
C -4.332270 1.852968 -4.097518
C -4.997061 3.075777 -4.112965
C -4.703381 4.028295 -3.144709
C -3.752644 3.758363 -2.164447
H 2.391613 -0.996905 3.220402
H 1.867827 -0.809023 5.630638
H -0.295458 0.198423 6.362978
H -1.854371 1.057591 4.642818
H -2.551521 1.514814 2.503345
H -2.832090 0.644868 -3.114367
H -4.555469 1.105721 -4.851523
H -5.732267 3.287525 -4.882204
H -5.214992 4.983515 -3.153162
H -3.527984 4.494140 -1.399025
C -1.684454 -2.169520 -7.628075
O -1.487208 -3.570551 -7.752544
C -1.794121 -4.312679 -6.649069
C -2.471492 -3.815332 -5.544942
C -2.703531 -4.635217 -4.445488
C -2.280559 -5.966814 -4.424647
C -1.647246 -6.456626 -5.569655
C -1.395792 -5.641711 -6.661420
N -2.582118 -6.889078 -3.382558
N -2.631323 -6.564382 -2.154181
C -2.110354 -5.417657 -1.572874
C -2.828060 -4.987576 -0.443223
C -2.664536 -3.753062 0.137297
C -1.706308 -2.821991 -0.367083
O -1.646216 -1.624576 -0.010731
C -0.731730 -3.381061 -1.336987
N 0.369450 -2.632637 -1.549012
C 1.297527 -3.085237 -2.364018
C 1.201780 -4.329557 -2.993934
C 0.089167 -5.106648 -2.777019
C -0.948169 -4.638909 -1.946629
H -1.253519 -1.716297 -8.516894
H -1.188854 -1.770456 -6.742348
H -2.747324 -1.914860 -7.580666
H -2.798620 -2.782043 -5.502156
H -3.210599 -4.227383 -3.579537
H -1.333169 -7.496159 -5.578025
H -0.881010 -6.021043 -7.540383
H -3.608115 -5.656461 -0.091055
H -3.297334 -3.420338 0.952161
H 2.174482 -2.447548 -2.509109
H 2.002406 -4.682962 -3.632603
H 0.022560 -6.084171 -3.229654
C 2.132151 -4.849528 2.083902
C 1.285589 -3.660831 1.669497
O 2.108849 -2.732725 0.981035
H 1.538396 -5.558120 2.671159
H 2.978307 -4.502769 2.689533
H 2.527259 -5.365370 1.202696
H 0.835540 -3.205418 2.555309
H 0.466173 -4.004083 1.028352
H 1.674105 -1.843852 1.001552
C -0.274525 -0.528746 -4.314846
O -0.250434 -0.260656 -2.953863
H 0.726053 -0.780805 -4.733487
H -0.640017 0.322825 -4.930287
H -0.920017 -1.391534 -4.579999
C 2.615675 1.769203 -3.316662
C 3.568572 1.271729 -2.212999
C 4.957570 1.902801 -2.350663
P 2.629813 1.328682 -0.592568
C 2.118214 3.108741 -0.367979
C 3.063852 4.255227 -0.735692
C 1.571234 3.257441 1.060556
C 3.896094 0.995294 0.730679
C 4.554966 -0.357364 0.432890
C 4.947466 2.051912 1.084028
H 3.009947 1.509367 -4.306323
H 2.504343 2.859941 -3.275939
H 1.612612 1.326659 -3.230588
H 3.692176 0.192109 -2.356596
H 4.948243 2.971993 -2.124970
H 5.311210 1.784900 -3.385210
H 5.689856 1.423214 -1.696914
H 1.250459 3.168592 -1.033005
H 4.015450 4.207325 -0.202458
H 2.583824 5.208437 -0.473705
H 3.272161 4.280560 -1.807244
H 2.377598 3.291404 1.801222
H 0.904054 2.428234 1.318126
H 0.993903 4.183610 1.145596
H 3.255157 0.856821 1.606327
H 5.216269 -0.293078 -0.439649
H 3.812887 -1.137080 0.246154
H 5.162052 -0.676947 1.286278
H 5.559396 2.335726 0.224423
H 5.620667 1.645675 1.850802
H 4.494872 2.955566 1.494906

Cartesian forces (eV/Å) of the 3 atoms listed first:
1.067 -0.374 0.672
0.751 -0.271 2.830
0.189 -0.006 -0.069

# 2
Below is a structure of composition C42H52BrN3OP2Tc at a distorted geometry, with properties calculated with ωB97M-V/def2-TZVPD.

For the frontier orbital gap (alpha / beta), the calculation gives 6.653 / 5.215 eV. For the relative energy (zero: lowest compared OMol25 entry of this formula, charge and spin), the calculation gives 4.4 kcal/mol. Its calculated total energy is -5208.1673 hartree. Its spin multiplicity is 4. Its charge is +2.

Geometry (Å):
Tc 0.255658 -0.185649 -0.054695
C -0.402402 0.865884 -3.556675
C 0.213791 -0.531812 -3.635198
C -0.174746 -1.210661 -4.946209
P -0.192635 -1.501281 -2.082129
C 0.346055 -3.217057 -2.494584
C 1.850496 -3.232532 -2.766382
C -0.031685 -4.188061 -1.377403
C -2.011999 -1.432912 -2.088083
C -2.810291 -2.097682 -3.002850
C -4.161757 -1.786602 -3.166404
C -5.041063 -2.532126 -4.118428
C -4.676505 -0.715929 -2.425436
C -3.922214 -0.081583 -1.467329
C -2.593636 -0.486443 -1.202536
N -1.859425 0.016962 -0.142201
C -2.521811 0.492785 0.985181
C -3.764940 0.001849 1.426582
C -4.355168 0.512786 2.560247
C -3.744171 1.525037 3.304284
C -4.394392 2.079045 4.533543
C -2.482254 1.971380 2.902670
C -1.860050 1.457154 1.783015
P -0.227027 1.872877 1.112249
C 0.796032 2.723155 2.394980
C 0.419172 4.166523 2.734170
C 0.874076 1.853690 3.656251
C -0.624857 3.081131 -0.248416
C 0.659901 3.714132 -0.796450
C -1.696713 4.118724 0.085059
H -0.036947 1.484262 -4.377671
H -0.150147 1.373586 -2.620065
H -1.489728 0.819516 -3.638969
H 1.303364 -0.431654 -3.611480
H -1.248151 -1.384699 -5.000416
H 0.348799 -2.152239 -5.106317
H 0.084703 -0.549417 -5.774454
H -0.182580 -3.503592 -3.406243
H 2.413302 -2.984378 -1.864098
H 2.139906 -2.536484 -3.555231
H 2.153686 -4.231176 -3.080951
H 0.471519 -3.922823 -0.445850
H 0.269496 -5.199499 -1.652074
H -1.108043 -4.191907 -1.200426
H -2.378663 -2.877441 -3.618476
H -4.471972 -3.109397 -4.844453
H -5.705637 -1.848303 -4.645486
H -5.674636 -3.227578 -3.561633
H -5.693494 -0.391352 -2.607918
H -4.339124 0.758694 -0.929066
H -4.230277 -0.819703 0.901032
H -5.305017 0.111048 2.890553
H -5.476666 1.974312 4.491329
H -4.145509 3.129617 4.676080
H -4.044631 1.535549 5.415285
H -1.996833 2.737066 3.492706
H 1.790703 2.740241 1.933336
H -0.609830 4.261351 3.077247
H 0.566224 4.840464 1.892875
H 1.067781 4.509175 3.541744
H -0.023580 1.956939 4.264257
H 1.724284 2.164373 4.263765
H 0.996795 0.797085 3.417810
H -1.046785 2.429386 -1.019993
H 0.907846 4.627494 -0.257217
H 0.533282 3.983611 -1.845828
H 1.517194 3.038699 -0.721620
H -1.389871 4.781521 0.892608
H -2.635719 3.643662 0.367699
H -1.884679 4.732470 -0.797584
Br -1.431324 -2.622223 1.375068
C -0.289798 -2.353561 2.857639
C -0.678720 -2.962373 4.027763
C 0.168728 -2.937915 5.129945
C 1.421171 -2.374481 5.002518
C 1.823494 -1.765702 3.817068
C 3.195440 -1.303041 3.720561
C 3.651577 -0.724109 2.617151
C 2.724921 -0.363038 1.516489
C 1.290685 -0.859628 1.558836
C 0.930032 -1.658610 2.704041
H -1.628867 -3.475014 4.079916
H -0.142736 -3.392911 6.060054
H 2.124280 -2.413333 5.824633
H 3.847014 -1.487097 4.565411
H 4.685179 -0.413163 2.522986
H 2.698925 0.735194 1.500336
N 6.845234 0.703987 -2.797039
C 6.467477 0.488540 -1.517228
O 7.234926 0.442567 -0.581611
C 4.985855 0.300334 -1.284329
C 4.615781 -0.476821 -0.242854
C 3.192005 -0.737675 0.073571
N 2.212786 -0.024171 -0.735242
C 2.643424 0.768347 -1.698054
C 3.977065 0.945164 -2.048158
H 7.829303 0.814733 -2.982194
H 6.218061 0.640780 -3.577364
H 5.374359 -0.957444 0.362635
H 3.011367 -1.818275 -0.018741
H 1.883402 1.335429 -2.226272
H 4.233151 1.624250 -2.849168

Cartesian forces (eV/Å) of the 3 atoms listed first:
0.440 -0.463 1.559
0.025 -0.077 0.018
-0.048 0.000 0.211

# 3
Below is a structure of composition C42H52N7O2S2Sn at a distorted geometry, with properties calculated with ωB97M-V/def2-TZVPD.

For the frontier orbital gap, the calculation gives 7.362 eV. For the relative energy (zero: lowest compared OMol25 entry of this formula, charge and spin), the calculation gives 47.6 kcal/mol. Its calculated total energy is -3175.9000 hartree. Its charge is +1.

Geometry (Å):
Sn -0.472914 -0.125849 -1.525598
N -0.302391 -0.869199 1.085529
C 0.023515 0.223745 1.920070
C -0.338421 1.524928 1.147318
O -0.572387 2.549793 1.800145
O -0.344165 1.469459 -0.146412
H -1.268995 -1.062113 1.132786
H 0.056530 -1.747944 1.415485
H 1.085067 0.226059 2.029758
H -0.431135 0.231837 2.919088
S -2.695467 4.648519 -1.117365
C -3.318278 3.519570 -0.064285
N -3.617482 3.665182 1.261435
C -4.272291 2.641287 1.974656
C -5.239548 1.991084 1.032787
N -4.586229 1.347190 -0.060635
C -5.212360 0.126669 -0.701097
C -4.748517 -1.206051 -0.109925
C -3.538031 -1.789370 -0.544560
C -3.296154 -3.044164 -0.012946
C -4.135748 -3.689075 0.820374
C -5.344312 -3.126123 1.191299
C -5.603937 -1.835640 0.738549
C -3.629736 2.058785 -0.658762
S -2.817411 1.551019 -2.051587
C -3.125105 4.819648 1.995146
C -4.190438 5.423639 2.794567
C -4.100722 5.680104 4.152657
C -5.140557 6.312419 4.859394
C -6.377450 6.617381 4.277008
C -6.471139 6.284680 2.941848
C -5.435191 5.797765 2.225999
H -4.905303 3.122855 2.744568
H -3.581019 1.906110 2.428679
H -6.016856 2.662554 0.669490
H -5.628155 1.161697 1.651028
H -5.196687 0.158095 -1.758566
H -6.307836 0.233003 -0.474085
H -2.986059 -1.411076 -1.317639
H -2.367999 -3.642177 -0.192106
H -3.883262 -4.708939 1.078874
H -5.980033 -3.641640 1.869060
H -6.565409 -1.273953 0.833227
H -2.804625 5.524634 1.148109
H -2.183389 4.581154 2.605537
H -3.260718 5.332188 4.700304
H -5.015063 6.513605 5.933806
H -7.144946 7.016989 4.878431
H -7.391572 6.488954 2.448824
H -5.592457 5.552514 1.149354
C 6.817437 0.784301 -1.565324
C 6.338845 -0.146440 -0.455201
C 6.601580 0.335507 0.973746
C 6.843144 -1.517785 -0.618149
C 4.757077 -0.138819 -0.549027
C 3.981361 1.007842 -0.362776
C 2.597608 0.887188 -0.476757
N 1.972111 -0.267446 -0.831688
C 2.721023 -1.360156 -1.090647
C 4.117482 -1.286124 -0.963740
C 2.063339 -2.675685 -1.306093
C 2.703919 -3.863739 -0.899540
C 2.107095 -5.128264 -0.988277
C 0.868085 -5.090754 -1.572663
C 0.312526 -3.945786 -2.031981
N 0.858028 -2.707230 -1.834351
C 2.870917 -6.402279 -0.536745
C 4.179363 -5.957536 0.119145
C 2.046390 -7.227587 0.418652
C 3.222494 -7.227143 -1.754177
H 7.851373 1.156447 -1.537528
H 6.060260 1.644543 -1.669730
H 6.623344 0.229724 -2.523603
H 7.676766 0.457183 1.011645
H 6.468527 -0.507397 1.714333
H 6.037534 1.184952 1.336680
H 7.878591 -1.530381 -0.488536
H 6.633108 -1.710118 -1.700297
H 6.231586 -2.301128 -0.043578
H 4.478552 1.902471 0.104040
H 1.990408 1.787187 -0.329612
H 4.714414 -2.141233 -1.176627
H 3.653396 -3.780692 -0.414332
H 0.384344 -6.033641 -1.779355
H -0.686372 -3.988886 -2.415806
H 3.948321 -5.289582 0.954380
H 4.874839 -5.538027 -0.553557
H 4.646102 -6.865494 0.580189
H 1.829002 -6.632800 1.300340
H 2.672423 -8.163027 0.660513
H 1.075619 -7.586630 0.034654
H 3.748891 -6.561456 -2.498610
H 2.317459 -7.610076 -2.251105
H 3.867750 -8.100043 -1.532038
C 1.228591 5.167565 -2.892232
N 1.033617 3.740358 -3.064146
C 1.554894 2.995500 -4.128662
C 1.257066 1.672134 -3.795624
N 0.601516 1.700885 -2.558033
C 0.540136 2.960531 -2.166340
H 0.318697 5.554027 -2.408950
H 1.313226 5.573158 -3.916828
H 2.112661 5.330287 -2.240247
H 2.043767 3.469770 -4.921315
H 1.339009 0.647276 -4.216719
H -0.026496 3.302729 -1.267437

Cartesian forces (eV/Å) of the 3 atoms listed first:
0.984 0.480 0.482
-0.184 -1.692 -0.813
-0.309 1.539 -0.217

# 4
Below is a structure of composition C42H53As3N2O2P2Pd, with properties calculated with ωB97M-V/def2-TZVPD.

For the frontier orbital gap, the calculation gives 5.683 eV. Its calculated total energy is -9410.1747 hartree. Its charge is 0.

Geometry (Å):
Pd 0.192055 -1.057726 0.448595
O 1.550122 2.345850 0.202459
P 0.377136 3.196678 0.532670
C -0.811949 3.349627 -0.833715
P -1.867470 1.869853 -1.048564
O -1.317329 0.612576 -0.477706
C -3.430574 2.353303 -0.302863
C -3.893171 1.568655 0.746494
C -5.071903 1.914659 1.395734
C -5.777953 3.040790 1.003535
C -5.308919 3.834135 -0.038963
C -4.134961 3.493967 -0.690863
C -2.087293 1.733431 -2.830714
C -0.922764 1.534431 -3.576034
C -1.002198 1.316019 -4.940225
C -2.242405 1.286921 -5.566586
C -3.401229 1.467383 -4.828479
C -3.327617 1.685611 -3.457696
C 0.824864 4.895425 0.956177
C 1.622597 5.057310 2.091109
C 2.056806 6.317080 2.464933
C 1.702077 7.426505 1.707965
C 0.917005 7.274605 0.577341
C 0.479594 6.010526 0.199154
C -0.586639 2.622785 1.939672
C -1.545269 3.440903 2.534927
C -2.313296 2.956769 3.581921
C -2.122634 1.656428 4.034446
C -1.164918 0.843091 3.445767
C -0.392770 1.323105 2.399110
H -0.256063 3.565116 -1.747409
H -1.488115 4.184527 -0.639267
H -3.322328 0.699138 1.053441
H -5.430883 1.303546 2.213610
H -6.695481 3.308662 1.510937
H -5.858022 4.715405 -0.342729
H -3.770209 4.113783 -1.502447
H 0.041616 1.528095 -3.080805
H -0.097986 1.159599 -5.513888
H -2.302777 1.114466 -6.633065
H -4.366897 1.432302 -5.314690
H -4.235000 1.809916 -2.881637
H 1.900958 4.189363 2.676917
H 2.673894 6.435098 3.345767
H 2.042699 8.411495 1.999139
H 0.644741 8.137692 -0.015671
H -0.124261 5.907729 -0.691290
H -1.687860 4.457887 2.186567
H -3.058312 3.590423 4.044700
H -2.725838 1.280915 4.851747
H -1.012143 -0.173275 3.784160
H 0.358574 0.686378 1.937786
C 3.480852 -0.156983 0.125412
As 2.094779 -0.638072 -1.177192
C 2.765443 0.589604 -2.573243
C 2.894110 -2.252405 -2.007548
C 2.904670 -3.633403 -1.321353
C 3.276667 -4.661702 -2.403346
C 1.522774 -4.079098 -0.801512
As 0.676891 -3.279059 0.788685
C 1.629140 -4.204635 2.231684
C -0.860010 -4.500946 0.738772
C 3.929684 -3.699045 -0.173901
As 5.848601 -3.870165 -0.638822
C 6.464843 -2.012364 -0.509237
C 6.388296 -4.362165 1.182494
H 4.475572 -0.209173 -0.313689
H 3.419233 -0.810521 0.996783
H 3.269445 0.862225 0.441046
H 3.842453 0.484344 -2.717056
H 2.549211 1.602892 -2.233089
H 2.257780 0.406304 -3.522602
H 3.921761 -1.995940 -2.285440
H 2.342042 -2.347316 -2.950390
H 2.463388 -4.754838 -3.125698
H 3.453427 -5.645066 -1.959909
H 4.179252 -4.368394 -2.941540
H 1.558830 -5.156853 -0.608242
H 0.781834 -3.923644 -1.593761
H 1.813709 -5.249529 1.975912
H 1.003652 -4.156670 3.123552
H 2.574341 -3.708595 2.445412
H -0.553537 -5.548693 0.704896
H -1.453622 -4.270504 -0.145930
H -1.470838 -4.333826 1.624795
H 3.742904 -4.614657 0.397064
H 3.799036 -2.862821 0.515882
H 6.141869 -1.435356 -1.374331
H 7.555139 -2.031541 -0.500046
H 6.106499 -1.531942 0.399760
H 6.054087 -5.375203 1.404587
H 5.959718 -3.673881 1.912173
H 7.474915 -4.331746 1.258680
N -5.991038 -5.903328 0.544570
C -5.336084 -4.975753 0.713802
C -4.517310 -3.803624 0.932342
C -4.130565 -3.442382 2.216031
C -3.351951 -2.306143 2.364434
N -2.956890 -1.542503 1.350401
C -3.325681 -1.906824 0.124223
C -4.102352 -3.022493 -0.138577
H -4.428462 -4.036022 3.068964
H -3.028315 -1.992295 3.351516
H -2.958535 -1.274667 -0.678625
H -4.380911 -3.281491 -1.150290

Cartesian forces (eV/Å) of the 3 atoms listed first:
0.158 0.146 -0.414
-0.267 0.214 0.027
0.280 -0.197 -0.064